14
Properties=species:S:1:pos:R:3 method="wB97M-V/def2-TZVPD" energy_ha=-1131.01582 lumo_ev=1.80 homo_energy_ha=-0.13993 max_force_ev_per_a=3.3 de_lowest_ev=0.178 multiplicity=1 charge=-1
O 0.779 -0.488 1.044
C -0.711 0.851 1.100
O -1.198 1.305 2.144
C -0.226 1.887 0.049
O 1.028 2.041 -0.060
O -1.095 2.523 -0.559
O -1.304 -0.297 0.562
C -0.137 -1.173 0.304
H -0.423 -2.145 0.747
C 0.097 -1.299 -1.186
H -0.836 -1.558 -1.704
H 0.434 -0.362 -1.648
H 0.842 -2.088 -1.361
K 2.749 0.803 0.567


21
Properties=species:S:1:pos:R:3 method="wB97M-V/def2-TZVPD" energy_ha=-1065.43142 lumo_ev=7.46 homo_energy_ha=0.02444 max_force_ev_per_a=2.5 de_lowest_ev=0.082 multiplicity=1 charge=-3
Li 4.781 12.833 7.726
O 6.568 11.152 11.343
C 6.586 11.957 10.184
O 5.414 12.043 9.682
O 7.627 12.408 9.726
H 5.608 11.007 11.279
O 5.897 14.118 4.406
C 5.623 14.947 5.479
O 5.347 16.131 5.200
O 5.723 14.444 6.628
H 6.146 13.249 4.773
O 7.119 10.051 6.776
C 6.223 10.829 6.021
O 5.133 11.045 6.628
O 6.574 11.233 4.912
H 6.526 10.001 7.546
O 2.509 15.583 6.974
C 2.209 14.632 7.945
O 3.148 13.860 8.258
O 1.058 14.661 8.415
H 3.483 15.604 6.980


10
Properties=species:S:1:pos:R:3 method="wB97M-V/def2-TZVPD" energy_ha=-264.26658 lumo_ev=0.75 homo_energy_ha=-0.35263 max_force_ev_per_a=4.2 de_lowest_ev=1.629 multiplicity=1 smiles=c1cncnc1
C -1.214 0.205 -0.033
C -0.254 1.229 0.018
N 1.069 1.050 0.053
C 1.463 -0.211 0.037
N 0.674 -1.245 -0.010
C -0.660 -1.103 -0.047
H -2.261 0.521 -0.057
H -0.541 2.282 0.031
H 2.506 -0.491 0.063
H -0.602 -2.212 -0.073